Record 1
C25H37NO6S2SiTa | wB97M-V/def2-TZVPD

```
73
C25H37NO6S2SiTa wB97M-V/def2-TZVPD
Ta 0.82 0.41 0.40
S 2.61 -0.27 2.25
S 0.34 0.34 -1.76
Si 0.14 -0.16 -5.56
O 0.93 -1.32 -4.88
O 0.79 1.26 -5.67
O -1.29 -0.40 -6.12
O 3.78 0.33 1.73
O 1.45 0.73 2.35
O -0.27 -1.68 1.42
N 1.90 -1.25 1.09
C 0.89 -1.83 1.84
C -1.24 1.72 2.03
C -2.43 0.29 -6.77
C 2.63 -2.57 5.61
C -1.85 0.68 2.73
C -2.62 1.64 -6.10
C 2.46 -1.42 3.56
C -0.60 -3.17 -4.35
C -1.47 1.87 0.64
C -2.93 -0.05 0.69
C -2.12 0.44 -8.25
C 1.69 -2.98 -3.35
C 3.09 -1.54 4.78
C -2.68 -0.20 2.06
C 0.85 -2.77 -4.60
C 1.56 -3.38 5.24
C -3.63 -0.61 -6.53
C -2.35 0.98 -0.01
C 0.92 -3.23 4.01
C 1.38 -2.25 3.16
C 2.54 1.79 -4.07
C 1.43 -3.50 -5.80
C 1.90 3.35 -5.91
C 3.09 1.19 -6.44
C 2.11 1.90 -5.52
H -4.52 -0.16 -6.98
H -2.95 0.92 -8.75
H 0.11 -3.88 3.72
H -1.72 0.59 3.80
H 1.73 -4.04 -3.11
H -3.18 -0.99 2.61
H -0.64 -4.22 -4.08
H 2.47 -3.20 -5.96
H 4.07 1.67 -6.38
H 1.22 -4.14 5.93
H -1.74 2.26 -6.24
H -0.68 2.48 2.57
H 3.11 -2.72 6.57
H 3.88 -0.88 5.09
H 2.83 3.91 -5.80
H 2.75 1.24 -7.47
H -2.60 1.16 -1.05
H 0.85 -3.28 -6.69
H -1.22 1.04 -8.40
H -1.20 -3.02 -5.24
H -3.47 -1.58 -7.00
H -1.95 -0.54 -8.71
H -3.80 -0.74 -5.47
H -1.02 -2.57 -3.53
H 1.26 -2.43 -2.51
H -3.48 2.15 -6.55
H 1.58 3.42 -6.95
H 1.81 2.28 -3.42
H 1.14 3.81 -5.28
H 1.41 -4.57 -5.63
H 2.62 0.73 -3.78
H 3.20 0.14 -6.15
H 3.51 2.27 -3.94
H -2.81 1.51 -5.04
H -1.20 2.81 0.16
H -3.63 -0.72 0.20
H 2.71 -2.63 -3.52
```

Results
total charge	+3
E_HOMO	-18.09	eV
ΔE to the lowest compared entry with this formula, charge and spin	3.825	eV
max |F|	5.430	eV/Å
lowest unoccupied orbital energy	-11.77	eV
orbital gap	6.321	eV



Record 2
C5H15NO2 | wB97M-V/def2-TZVPD

```
23
C5H15NO2 wB97M-V/def2-TZVPD
O 4.20 -3.71 3.25
O 1.22 -1.58 -1.90
N -1.17 1.60 -0.38
C 1.02 -1.50 -0.49
C -1.71 2.17 -1.61
C -0.83 0.19 -0.61
C 0.52 -0.16 0.01
C -2.10 1.79 0.73
H 1.72 -0.81 -2.20
H -2.47 1.56 -2.11
H 4.36 -2.79 2.98
H -0.80 -0.02 -1.66
H -1.55 1.87 1.66
H -2.53 2.79 0.65
H 3.82 -3.63 4.13
H -0.88 2.31 -2.29
H -1.56 -0.47 -0.14
H 1.89 -1.92 0.03
H -2.17 3.12 -1.40
H 0.25 -2.26 -0.26
H 0.44 -0.20 1.09
H -2.88 1.02 0.76
H 1.22 0.65 -0.25
```

Results
total charge	0
E_HOMO	-8.61	eV
ΔE to the lowest compared entry with this formula, charge and spin	1.606	eV
max |F|	1.239	eV/Å
SMILES	CN(C)CCCO.O
lowest unoccupied orbital energy	0.72	eV
orbital gap	9.323	eV



Record 3
C14H31AsN2O4OsS5SbSi3 | wB97M-V/def2-TZVPD

```
62
C14H31AsN2O4OsS5SbSi3 wB97M-V/def2-TZVPD
Os -1.28 -0.13 1.88
Sb 0.40 -0.63 -0.07
As -1.23 -2.83 3.68
S -3.22 0.86 2.96
S -2.68 -2.76 5.19
S 0.03 -4.53 3.63
S -2.14 -2.28 1.88
S -0.03 -0.89 3.58
Si -0.66 -1.19 -2.32
Si 1.93 1.39 -0.39
Si 1.95 -2.64 0.29
O -2.41 0.71 0.22
O -0.51 4.10 1.95
O -0.45 1.97 1.66
O -0.28 2.80 3.66
N -0.45 2.97 2.47
N -2.91 1.91 0.55
C -2.97 2.86 -0.40
C -1.73 -2.71 -2.12
C 0.67 -1.52 -3.62
C 3.30 0.98 -1.64
C -1.70 0.21 -3.02
C 0.89 -4.16 0.49
C -3.35 2.12 1.82
C 3.14 -2.96 -1.14
C -3.91 3.38 2.09
C 2.97 -2.26 1.81
C 2.76 1.71 1.25
C -3.51 4.09 -0.15
C -4.00 4.35 1.13
C 1.02 2.85 -1.11
H -2.10 -0.09 -4.00
H 2.06 1.60 2.08
H 3.53 -2.06 -1.62
H 0.26 3.22 -0.41
H 0.19 -1.78 -4.57
H -2.22 -2.71 -1.14
H 1.28 -0.63 -3.80
H 0.38 -4.17 1.46
H 2.33 -1.83 2.60
H 3.40 -3.18 2.21
H 3.86 0.09 -1.35
H -4.23 3.56 3.11
H 3.77 -1.56 1.58
H -2.53 0.42 -2.34
H -1.13 -3.62 -2.19
H 4.00 -3.52 -0.75
H 1.53 -5.06 0.43
H 0.13 -4.22 -0.29
H 2.90 0.82 -2.64
H 2.67 -3.58 -1.91
H -1.12 1.12 -3.15
H -2.53 2.56 -1.34
H 1.73 3.66 -1.32
H -4.41 5.32 1.37
H 3.17 2.73 1.28
H 4.01 1.82 -1.69
H 0.54 2.58 -2.05
H 3.58 1.00 1.41
H -3.53 4.83 -0.94
H -2.49 -2.74 -2.90
H 1.34 -2.33 -3.34
```

Results
total charge	-2
expectation value of S²	0.7567
E_HOMO (alpha / beta)	-1.03 / -0.98	eV
ΔE to the lowest compared entry with this formula, charge and spin	0.779	eV
max |F|	2.706	eV/Å
2S+1	2
lowest unoccupied orbital energy (alpha / beta)	4.18 / 4.18	eV
orbital gap (alpha / beta)	5.210 / 5.165	eV



Record 4
C21H22N2O4S | wB97M-V/def2-TZVPD

```
50
C21H22N2O4S wB97M-V/def2-TZVPD
S -1.10 0.31 -1.09
O -1.79 1.77 -3.79
O 1.22 0.96 1.54
O 2.03 -0.13 -3.28
O -3.62 0.86 1.20
N 1.74 0.16 -1.03
N 1.51 -0.86 2.84
C -0.52 1.31 -3.60
C 2.91 -0.60 0.91
C -1.65 0.18 2.47
C 3.90 -0.95 -1.27
C 4.02 -1.22 1.49
C 4.98 -1.57 -0.67
C -2.70 1.77 -2.71
C 2.85 -0.45 -0.49
C -2.83 -0.08 1.79
C 0.31 1.61 -4.81
C -3.28 -1.40 1.69
C -3.20 2.21 1.26
C -0.92 -0.85 3.04
C 5.05 -1.70 0.70
C -2.69 0.45 -1.96
C -0.05 0.72 -2.48
C -2.56 -2.42 2.26
C -1.38 -2.16 2.93
C 1.81 -0.09 1.77
C 1.34 0.22 -2.34
C 0.39 -0.54 3.71
H 4.08 -1.30 2.56
H 0.70 2.63 -4.75
H -2.91 -3.44 2.18
H 1.14 0.92 -4.89
H -2.79 -0.39 -2.64
H 3.84 -0.85 -2.34
H -1.26 1.19 2.54
H -0.81 -2.96 3.38
H 0.51 -1.11 4.63
H 5.91 -2.16 1.17
H -0.33 1.54 -5.69
H -2.21 2.34 0.81
H -3.94 2.78 0.70
H 0.46 0.53 3.93
H 1.14 0.60 -0.34
H -3.67 1.95 -3.17
H -2.46 2.59 -2.02
H -3.17 2.57 2.30
H -3.46 0.42 -1.19
H 5.78 -1.94 -1.29
H 1.88 -1.80 2.87
H -4.20 -1.60 1.16
```

Results
total charge	0
E_HOMO	-7.89	eV
ΔE to the lowest compared entry with this formula, charge and spin	1.075	eV
max |F|	0.908	eV/Å
SMILES	COc1cccc(CNC(=O)c2ccccc2NC(=O)C2=C(C)OCCS2)c1
lowest unoccupied orbital energy	0.65	eV
orbital gap	8.539	eV



Record 5
C2H3ClF2O | wB97M-V/def2-TZVPD

```
9
C2H3ClF2O wB97M-V/def2-TZVPD
Cl 2.61 -1.12 0.42
F -2.33 1.00 1.00
F -3.22 -0.72 0.23
O 0.27 -0.34 -0.65
C -2.56 0.40 -0.09
C 1.40 0.18 -0.07
H 1.93 0.98 -0.55
H 1.24 0.59 0.91
H 0.66 -0.98 -1.19
```

Results
total charge	0
E_HOMO	-10.87	eV
ΔE to the lowest compared entry with this formula, charge and spin	2.727	eV
max |F|	2.527	eV/Å
lowest unoccupied orbital energy	0.48	eV
orbital gap	11.357	eV



Record 6
C6H6InO6 | wB97M-V/def2-TZVPD

```
19
C6H6InO6 wB97M-V/def2-TZVPD
In 1.30 -2.59 -1.85
O -0.86 -4.00 -0.43
O -0.25 2.50 3.17
O 1.52 0.28 -1.38
O 0.95 4.18 0.94
O -1.40 -1.38 -2.09
O 0.23 -1.13 0.50
C 0.80 2.91 0.92
C 1.07 0.93 -0.44
C 1.18 2.36 -0.25
C -0.11 0.76 1.79
C 0.12 2.08 1.97
C 0.38 0.08 0.65
H -1.37 -4.74 -0.77
H 1.60 2.93 -1.07
H -1.44 -0.99 -2.96
H -1.46 -3.57 0.18
H -0.43 0.15 2.63
H -1.83 -0.75 -1.52
```

Results
total charge	0
expectation value of S²	0.8352
E_HOMO (alpha / beta)	-8.68 / -7.56	eV
max |F|	6.379	eV/Å
2S+1	2
lowest unoccupied orbital energy (alpha / beta)	-0.89 / -2.34	eV
orbital gap (alpha / beta)	7.792 / 5.212	eV



Record 7
C5H13N2S | wB97M-V/def2-TZVPD

```
21
C5H13N2S wB97M-V/def2-TZVPD
S -4.42 -1.73 -0.29
N 1.73 1.53 0.19
N -0.45 -1.46 0.49
C 1.41 0.11 0.23
C 0.02 -0.11 0.83
C 2.76 1.87 -0.77
C -2.89 -0.84 0.12
C -1.60 -1.48 -0.43
H 2.53 1.62 -1.82
H -1.31 -0.89 -1.30
H -0.65 0.62 0.35
H -0.79 -1.92 1.33
H 2.13 -0.36 0.89
H 2.99 2.94 -0.72
H 0.93 2.13 0.06
H -1.78 -2.50 -0.77
H 0.07 -0.03 1.91
H 1.44 -0.36 -0.76
H 3.68 1.36 -0.49
H -2.98 0.20 -0.24
H -2.80 -0.70 1.20
```

Results
total charge	-1
E_HOMO	-2.31	eV
ΔE to the lowest compared entry with this formula, charge and spin	0.957	eV
max |F|	1.117	eV/Å
SMILES	CNCCNCC[S-]
lowest unoccupied orbital energy	3.18	eV
orbital gap	5.484	eV



Record 8
C2H5FOS | wB97M-V/def2-TZVPD

```
10
C2H5FOS wB97M-V/def2-TZVPD
S -1.72 0.59 -0.03
F -1.49 -0.14 -1.49
O -2.17 -0.54 0.99
C 0.90 -0.60 -0.06
C 0.17 0.75 0.27
H 0.44 0.94 1.31
H 0.83 -1.41 0.69
H 0.59 -0.79 -1.07
H 0.49 1.51 -0.51
H 1.98 -0.32 -0.10
```

Results
total charge	0
E_HOMO	-9.99	eV
ΔE to the lowest compared entry with this formula, charge and spin	0.458	eV
max |F|	5.876	eV/Å
lowest unoccupied orbital energy	0.49	eV
orbital gap	10.477	eV



Calculated total energy readings, ordered: -2622.9752; -404.6961; -6388.7568; -1622.1214; -813.0651; -873.7071; -706.0030; -652.4402 Eh